Here is a 16-piece molecular cluster, C53H80NO44 overall at a distorted geometry from OMol25. Energies are from ωB97M-V with the def2-TZVPD basis set.

XYZ file:
```
178
Properties=species:S:1:pos:R:3
C 0.85 1.42 0.49
C 0.31 -0.03 0.60
C -1.23 0.04 0.86
C -1.96 0.52 -0.39
C -1.80 -0.59 -1.52
C -0.32 -0.89 -1.88
N 0.51 -0.94 -0.60
O 1.65 -1.79 -0.65
C 0.24 0.25 -2.74
C -0.22 -2.26 -2.66
C 1.06 -0.65 1.79
H 0.40 2.09 -0.24
H 1.94 1.47 0.47
H 0.52 1.88 1.42
H -1.36 0.79 1.64
H -1.72 -0.83 1.29
H -1.57 1.50 -0.66
H -2.99 0.75 -0.12
H -2.31 -0.41 -2.47
H -2.25 -1.53 -1.19
H -0.18 0.22 -3.75
H 1.30 0.11 -2.91
H 0.07 1.24 -2.32
H -0.96 -2.35 -3.45
H -0.42 -3.04 -1.92
H 0.77 -2.38 -3.10
H 1.01 -0.09 2.72
H 2.12 -0.81 1.58
H 0.72 -1.66 1.98
C -3.02 -2.20 -6.43
C -1.61 -2.74 -6.63
O -1.46 -3.68 -5.67
C -2.60 -3.93 -5.09
O -2.75 -4.69 -4.19
O -3.57 -3.20 -5.61
H -3.59 -2.28 -7.36
H -2.92 -1.20 -6.00
H -0.85 -1.96 -6.59
H -1.46 -3.31 -7.55
C -4.95 -3.42 -1.08
C -5.12 -1.97 -0.59
O -6.43 -1.91 -0.10
C -7.01 -3.12 -0.17
O -8.19 -3.38 0.08
O -6.17 -4.01 -0.70
H -4.17 -4.01 -0.59
H -4.88 -3.40 -2.16
H -5.00 -1.25 -1.40
H -4.38 -1.62 0.13
C -2.38 4.62 5.80
C -2.57 5.84 4.88
O -2.33 5.26 3.64
C -2.05 3.93 3.64
O -1.81 3.26 2.57
O -2.10 3.49 4.91
H -3.24 4.39 6.42
H -1.59 4.79 6.53
H -1.85 6.64 5.05
H -3.61 6.13 4.71
C 4.10 0.24 -6.11
C 2.77 -0.39 -6.48
O 2.34 -1.05 -5.35
C 3.28 -1.13 -4.55
O 3.20 -1.68 -3.52
O 4.31 -0.38 -4.86
H 3.95 1.32 -6.06
H 4.87 -0.02 -6.83
H 2.86 -1.22 -7.18
H 2.00 0.19 -6.98
C -1.27 -0.37 4.77
C -2.36 -0.29 5.81
O -2.25 -1.59 6.35
C -1.47 -2.42 5.62
O -1.15 -3.54 5.93
O -0.95 -1.72 4.64
H -0.30 0.01 5.08
H -1.66 -0.07 3.79
H -3.26 -0.06 5.24
H -2.19 0.53 6.51
C 4.24 -4.47 -2.78
C 3.12 -5.15 -3.60
O 2.72 -6.14 -2.68
C 3.58 -6.42 -1.84
O 3.59 -7.43 -1.16
O 4.58 -5.53 -1.89
H 3.78 -3.63 -2.26
H 5.08 -4.11 -3.38
H 3.41 -5.69 -4.51
H 2.38 -4.38 -3.81
C -3.15 1.52 -5.84
C -3.27 2.91 -5.19
O -4.19 2.72 -4.16
C -4.17 1.34 -3.84
O -4.73 0.83 -2.87
O -3.36 0.75 -4.68
H -2.22 1.26 -6.35
H -3.89 1.30 -6.61
H -3.63 3.66 -5.90
H -2.26 3.20 -4.87
C 5.64 0.06 -1.63
C 4.66 -0.46 -0.57
O 3.52 0.31 -0.88
C 3.88 1.43 -1.61
O 3.08 2.29 -1.97
O 5.23 1.38 -1.86
H 5.79 -0.55 -2.52
H 6.67 0.07 -1.26
H 5.11 -0.22 0.39
H 4.54 -1.54 -0.73
C 5.94 -2.75 3.43
C 4.68 -1.93 3.62
O 3.85 -2.67 2.76
C 4.48 -3.35 1.84
O 4.08 -3.77 0.80
O 5.74 -3.40 2.20
H 6.02 -3.54 4.18
H 6.85 -2.15 3.48
H 4.77 -0.87 3.40
H 4.27 -2.10 4.62
C -0.34 -5.45 3.64
C 0.68 -4.37 3.45
O 1.88 -5.08 3.29
C 1.63 -6.33 2.87
O 2.40 -7.10 2.38
O 0.30 -6.55 2.99
H -1.24 -5.17 3.09
H -0.62 -5.80 4.64
H 0.79 -3.61 4.22
H 0.42 -3.85 2.53
C 2.72 5.30 4.92
C 1.61 5.24 5.92
O 1.02 3.94 5.77
C 1.56 3.33 4.69
O 1.25 2.27 4.25
O 2.36 4.17 4.07
H 3.71 5.32 5.36
H 2.61 6.18 4.27
H 0.83 5.97 5.70
H 2.13 5.53 6.83
C -5.61 2.77 1.57
C -6.16 2.11 0.33
O -5.77 2.93 -0.68
C -5.26 4.10 -0.13
O -4.87 5.04 -0.81
O -5.05 4.00 1.15
H -4.78 2.14 1.89
H -6.39 2.95 2.31
H -7.21 1.89 0.52
H -5.71 1.12 0.25
C 3.02 4.38 0.80
C 4.37 4.37 1.30
O 4.79 5.67 1.02
C 3.71 6.47 1.00
O 3.64 7.69 0.85
O 2.62 5.72 1.05
H 2.39 3.71 1.39
H 2.95 4.27 -0.28
H 5.02 3.61 0.86
H 4.52 4.28 2.37
C -0.61 6.01 0.53
C -2.04 6.21 0.07
O -2.09 5.33 -1.03
C -1.10 4.46 -1.00
O -0.94 3.62 -1.86
O -0.27 4.78 -0.01
H -0.60 6.00 1.62
H 0.06 6.84 0.29
H -2.35 7.21 -0.23
H -2.71 5.93 0.89
C 0.88 -4.81 -0.09
C -0.69 -4.78 0.04
O -0.98 -3.52 0.55
H 1.14 -5.86 0.04
H 1.46 -4.27 0.66
H 1.25 -4.53 -1.07
H -1.07 -5.55 0.71
H -1.28 -4.97 -0.85
H -1.76 -3.63 1.09
```

Properties
Orbital gap (alpha / beta): 7.093 / 8.259 eV
2S+1: 2
Strongest force on any atom: 7.0 eV/Å
Highest occupied orbital energy (alpha / beta): -7.42 / -8.58 eV

=====

Here is C14H29BrF5O6PS2 as an isolated structure at a distorted geometry from OMol25. Energies are from ωB97M-V with the def2-TZVPD basis set.

XYZ file:
```
58
Properties=species:S:1:pos:R:3
O -0.08 2.32 -2.33
S 1.48 2.08 -2.45
O 1.86 2.63 -4.02
P 2.67 1.40 -4.95
O 3.77 0.45 -3.94
Br 4.06 2.59 -6.37
O 2.22 3.14 -1.34
S 3.88 2.79 -1.12
O 4.73 2.92 -2.44
O 4.44 3.92 -0.18
C 4.21 1.17 -0.21
F 3.98 1.48 1.25
F 3.29 0.06 -0.59
C 5.74 0.62 -0.35
F 5.97 -0.06 -1.68
F 6.03 -0.44 0.68
F 6.79 1.67 -0.25
H 4.71 0.49 -4.34
C -4.77 -3.39 -2.23
C -4.75 -1.99 -2.82
C -3.35 -1.52 -3.22
C -2.34 -1.42 -2.07
C -2.75 -0.49 -0.92
C -2.91 0.96 -1.35
H -4.18 -3.45 -1.31
H -5.80 -3.68 -1.99
H -4.37 -4.12 -2.95
H -5.20 -1.29 -2.11
H -5.39 -1.97 -3.71
H -3.43 -0.55 -3.72
H -2.94 -2.21 -3.97
H -1.38 -1.07 -2.48
H -2.14 -2.41 -1.66
H -1.98 -0.54 -0.14
H -3.67 -0.84 -0.46
H -1.98 1.35 -1.77
H -3.17 1.58 -0.48
H -3.70 1.08 -2.09
C -0.02 0.01 6.24
C -0.96 0.01 5.05
C -0.65 -1.10 4.04
C 0.72 -1.01 3.37
C 1.00 0.30 2.62
C 0.05 0.54 1.46
H 1.01 0.20 5.94
H -0.31 0.80 6.95
H -0.05 -0.94 6.77
H -0.95 0.99 4.56
H -1.99 -0.14 5.42
H -1.43 -1.10 3.27
H -0.73 -2.07 4.54
H 0.82 -1.84 2.67
H 1.51 -1.15 4.12
H 2.02 0.27 2.24
H 0.96 1.15 3.31
H 0.11 -0.28 0.73
H 0.31 1.47 0.94
H -0.99 0.63 1.79
```

Properties
Orbital gap: 8.211 eV
Relative energy (zero: lowest compared OMol25 entry of this formula, charge and spin): 134.2 kcal per mole
Strongest force on any atom: 10.7 eV/Å
Highest occupied orbital energy: -10.40 eV

=====

Here is an isolated ion of composition C4H9N2S and charge +1 at a distorted geometry from OMol25. Energies are from ωB97M-V with the def2-TZVPD basis set.

XYZ file:
```
16
Properties=species:S:1:pos:R:3
C -1.52 0.51 0.17
C 0.76 -0.09 0.03
C 2.07 0.17 0.46
C 0.44 -1.48 -0.44
N -0.19 0.82 0.02
N -2.42 1.11 -0.60
S -1.83 -0.81 1.18
H 2.87 -0.56 0.05
H 1.96 -0.13 1.54
H 2.54 1.16 0.35
H -0.27 -1.30 -1.27
H -0.06 -2.23 0.19
H 1.37 -2.05 -0.66
H 0.06 1.77 0.17
H -2.39 2.23 -0.75
H -3.39 0.88 -0.43
```

Properties
Orbital gap: 7.495 eV
Relative energy (zero: lowest compared OMol25 entry of this formula, charge and spin): 53.1 kcal per mole
SMILES: CC(C)=[NH+]C(N)=S
Total charge: +1
Strongest force on any atom: 4.8 eV/Å
Highest occupied orbital energy: -12.88 eV

=====

Here is one molecule with the formula C5H9OP at a distorted geometry from OMol25. Energies are from ωB97M-V with the def2-TZVPD basis set.

XYZ file:
```
16
Properties=species:S:1:pos:R:3
C -1.33 1.06 -0.70
C -0.06 1.16 -1.06
C -1.64 0.14 0.43
C -0.12 -0.05 1.24
C 1.54 -1.48 -0.62
O 2.21 1.04 0.31
P 1.04 0.16 -0.02
H -2.24 1.58 -0.92
H 0.32 1.98 -1.68
H -2.26 0.67 1.24
H -2.06 -0.95 0.27
H -0.03 0.84 1.92
H -0.24 -1.04 1.85
H 2.62 -1.60 -0.35
H 0.86 -2.21 -0.27
H 1.38 -1.29 -1.65
```

Properties
Orbital gap: 10.235 eV
Relative energy (zero: lowest compared OMol25 entry of this formula, charge and spin): 13.2 kcal per mole
SMILES: C[P@@]1(=O)C=CCC1
Strongest force on any atom: 4.8 eV/Å
Highest occupied orbital energy: -9.47 eV